No. 1
{"formula": "C45H61F19NO18PS", "method": "ωB97M-V/def2-TZVPD", "elements": ["C", "C", "C", "C", "C", "C", "C", "C", "C", "C", "C", "N", "O", "P", "C", "C", "C", "C", "C", "C", "O", "O", "O", "S", "O", "O", "C", "F", "C", "C", "C", "H", "H", "H", "H", "H", "H", "H", "H", "H", "H", "H", "H", "H", "H", "H", "H", "H", "H", "H", "H", "H", "H", "H", "H", "H", "H", "H", "H", "H", "H", "H", "C", "C", "O", "C", "O", "C", "F", "F", "F", "H", "H", "H", "H", "H", "C", "C", "O", "C", "O", "C", "F", "F", "F", "H", "H", "H", "H", "H", "C", "C", "O", "C", "O", "C", "F", "F", "F", "H", "H", "H", "H", "H", "C", "C", "O", "C", "O", "C", "F", "F", "F", "H", "H", "H", "H", "H", "C", "C", "O", "C", "O", "C", "F", "F", "F", "H", "H", "H", "H", "H", "C", "C", "O", "C", "O", "C", "F", "F", "F", "H", "H", "H", "H", "H"], "coordinates": [[4.12448, -3.56925, 1.17139], [4.45744, -2.36238, 1.01864], [4.47033, -0.77203, 0.83915], [3.32059, -0.12380, 1.78765], [1.95698, -0.23629, 0.96172], [0.60701, -0.24179, 1.86409], [0.61987, -1.75931, 2.47672], [-0.73851, -0.07712, 0.91572], [-0.49727, -1.00752, -0.40253], [-1.79540, -1.59361, -1.09669], [-1.30860, -2.39007, -2.41616], [-0.33521, -3.46615, -2.21904], [-1.77390, -2.11440, -3.54531], [-0.88263, 1.64168, 0.12026], [-1.65147, 1.70313, -1.58102], [-1.72090, 2.95006, 1.13031], [-2.03793, -0.52012, 1.72841], [-3.44565, 0.08215, 1.16806], [-4.52868, -1.13490, 1.25656], [-5.02942, -1.42509, 2.72914], [-5.33589, -2.60729, 3.00891], [-5.11990, -0.47700, 3.76853], [-2.10893, -0.33658, 3.14740], [-1.09493, 0.69714, 3.89686], [-1.62182, 2.09047, 4.12253], [-1.00209, 0.16522, 5.30546], [0.64960, 0.70708, 3.14721], [1.39221, -0.05050, 4.15254], [1.36210, 2.10218, 3.15525], [1.67116, 2.88130, 1.84604], [1.96611, 3.35793, 0.71703], [3.67630, -4.56597, 1.48185], [5.47301, -0.44268, 1.29820], [4.38315, -0.44937, -0.24450], [3.61303, 0.96449, 1.96522], [3.35177, -0.72893, 2.74878], [2.07790, -1.21579, 0.36884], [1.93355, 0.59446, 0.18341], [-0.08531, -1.87283, 3.37722], [1.68693, -2.08902, 2.74573], [0.24791, -2.54138, 1.74194], [0.07310, -0.38950, -1.19169], [0.17400, -1.90016, -0.21363], [-2.28033, -2.40122, -0.43634], [-2.57391, -0.86065, -1.45554], [-0.30321, -4.04432, -3.07399], [0.58384, -2.99539, -2.12201], [-1.30411, 2.67254, -2.09394], [-1.34163, 0.86522, -2.29977], [-2.79459, 1.79978, -1.50610], [-1.00549, 3.53552, 1.81552], [-2.13663, 3.74318, 0.40986], [-2.59159, 2.64200, 1.78510], [-2.14908, -1.65887, 1.56741], [-3.40958, 0.36241, 0.07338], [-3.86885, 0.89140, 1.85201], [-4.08536, -2.02634, 0.71634], [-5.42602, -0.76246, 0.63783], [-4.59658, -0.79633, 4.54614], [0.78252, 2.83523, 3.83187], [2.37844, 2.01918, 3.69362], [2.04889, 4.03514, -0.19137], [9.48233, -0.58505, -3.91549], [9.27405, 0.04232, -2.55140], [8.19099, 0.98655, -2.58286], [6.95117, 0.46594, -2.51578], [6.71558, -0.71403, -2.43476], [5.90651, 1.58122, -2.51245], [6.14534, 2.51840, -3.45346], [5.86493, 2.23317, -1.33000], [4.65880, 1.12958, -2.73745], [9.62778, 0.18721, -4.67458], [10.35340, -1.24289, -3.90852], [8.61162, -1.17016, -4.21934], [10.16717, 0.60047, -2.26505], [9.10507, -0.71367, -1.78038], [4.85265, 5.85490, -4.80434], [4.65236, 6.47593, -3.43589], [3.57155, 7.42305, -3.45593], [2.33066, 6.90554, -3.38443], [2.08943, 5.72847, -3.30814], [1.28804, 8.02111, -3.36777], [1.52151, 8.96308, -4.30473], [1.26178, 8.66249, -2.17808], [0.03973, 7.57242, -3.58835], [4.99658, 6.63000, -5.56085], [5.72209, 5.19481, -4.80424], [3.97915, 5.27335, -5.10741], [5.54847, 7.02994, -3.15106], [4.48538, 5.71622, -2.66793], [-4.48735, -5.45424, 1.26461], [-3.73008, -5.17350, -0.01736], [-2.58978, -6.03927, -0.14050], [-2.83864, -7.28621, -0.58138], [-3.93236, -7.69938, -0.86728], [-1.53849, -8.07700, -0.70758], [-0.74144, -7.94047, 0.37266], [-0.80703, -7.67819, -1.77072], [-1.74796, -9.39728, -0.86097], [-3.82072, -5.38490, 2.12729], [-5.30586, -4.74385, 1.39296], [-4.90431, -6.46387, 1.26507], [-3.34578, -4.15214, 0.00175], [-4.37587, -5.25871, -0.89528], [-4.79183, -11.85891, -0.67897], [-4.09430, -12.18970, -1.98386], [-3.51405, -13.50349, -1.93266], [-4.35890, -14.53166, -2.14060], [-5.53571, -14.40868, -2.35863], [-3.60396, -15.85876, -2.10429], [-2.75727, -15.94182, -1.05626], [-2.85822, -16.04063, -3.21562], [-4.42607, -16.91964, -2.01562], [-4.10610, -11.97734, 0.16342], [-5.16494, -10.83296, -0.68978], [-5.63482, -12.52999, -0.49970], [-3.27314, -11.48939, -2.14670], [-4.77000, -12.09795, -2.83802], [2.47242, 9.75266, 0.53434], [3.32310, 8.97425, 1.51817], [4.59249, 8.63323, 0.93683], [5.52164, 9.60848, 0.92884], [5.34767, 10.71423, 1.36862], [6.82808, 9.09527, 0.32687], [6.63212, 8.40128, -0.81611], [7.47694, 8.26625, 1.17237], [7.68529, 10.08706, 0.02838], [2.36570, 9.19984, -0.40073], [1.48022, 9.94355, 0.94787], [2.93167, 10.71203, 0.28572], [2.82879, 8.03271, 1.76465], [3.46079, 9.52066, 2.45468], [-7.72583, 4.04602, 4.62854], [-8.03702, 4.75976, 3.32786], [-6.82742, 5.12278, 2.64208], [-6.22806, 4.14135, 1.94283], [-6.64045, 3.01314, 1.86687], [-4.98647, 4.67324, 1.23102], [-4.21329, 5.43195, 2.03502], [-5.30616, 5.44620, 0.17084], [-4.19701, 3.68714, 0.76319], [-7.06326, 4.65301, 5.25000], [-8.64250, 3.84040, 5.18452], [-7.21318, 3.09866, 4.44768], [-8.56812, 5.68970, 3.53852], [-8.68212, 4.15916, 2.68154]], "e_homo_ha": -0.282, "total_energy_ev": -157747.0200, "lumo_energy_ev": 0.182, "homo_lumo_gap_ev": 7.847}

***

No. 2
{"formula": "C7H14N2O2", "method": "ωB97M-V/def2-TZVPD", "elements": ["C", "C", "C", "C", "C", "C", "N", "O", "C", "N", "O", "H", "H", "H", "H", "H", "H", "H", "H", "H", "H", "H", "H", "H", "H"], "coordinates": [[-0.96566, 0.65760, 2.73226], [-0.95293, 0.17970, 1.28873], [0.10643, 0.92655, 0.38600], [0.36882, 0.27988, -0.91232], [-0.88109, 0.03880, -1.79149], [1.33667, 1.15133, -1.80868], [1.13707, -0.93783, -0.56789], [1.45986, -1.83445, -1.56641], [0.27943, -1.90612, 0.62362], [-0.54761, -1.26212, 1.30193], [-1.20460, -1.86850, 2.24002], [-1.51418, 1.66489, 2.88620], [0.09363, 0.63862, 3.15535], [-1.58264, -0.06743, 3.26597], [-1.92997, 0.19338, 0.78443], [-0.19796, 1.95324, 0.20571], [1.03337, 0.94079, 0.91425], [-1.37908, -1.00235, -1.52226], [-0.62012, 0.04036, -2.82089], [-1.57604, 0.90873, -1.73691], [0.96335, 2.18515, -2.01827], [1.41984, 0.80525, -2.78994], [2.36428, 1.21569, -1.37433], [2.43410, -1.98634, -1.68597], [0.35503, -2.91481, 0.81088]], "e_homo_ha": -0.304, "total_energy_ev": -14555.5325, "lumo_energy_ev": 0.674, "homo_lumo_gap_ev": 8.940}

***

No. 3
{"formula": "C4H14FO5Pd", "method": "ωB97M-V/def2-TZVPD", "elements": ["Pd", "F", "C", "C", "O", "O", "H", "H", "H", "H", "H", "H", "C", "C", "O", "O", "H", "H", "H", "H", "H", "H", "O", "H", "H"], "coordinates": [[-0.74054, 1.86790, -0.41304], [1.28551, 1.58605, 0.12813], [-0.26822, -0.37896, 2.61357], [-0.39664, 0.93978, 3.25811], [-0.78898, 1.85996, 2.17119], [0.76894, -0.49662, 1.62849], [-1.30309, -0.56456, 2.16600], [-0.06447, -1.08816, 3.41928], [0.52089, 1.28823, 3.66840], [-1.13415, 0.87778, 4.10270], [-0.49669, 2.80191, 2.40117], [0.73000, 0.27423, 1.06569], [0.36615, -0.57806, -2.52387], [-0.15348, 0.37656, -3.53125], [-0.37827, 1.63891, -2.92178], [-0.55769, -0.76499, -1.42058], [1.25672, -0.12754, -2.09291], [0.44221, -1.58661, -2.99838], [-1.09031, -0.02179, -3.85965], [0.60424, 0.35856, -4.33712], [0.42646, 2.19000, -3.07020], [-0.44916, -1.59007, -0.96743], [0.12530, -2.89299, 0.36298], [0.62075, -2.29496, 0.97189], [0.67448, -3.67456, 0.17861]], "multiplicity": 3, "e_homo_ha": [-0.507, -0.506], "total_energy_ev": -20799.1508, "lumo_energy_ev": [-5.290, -8.103], "s2": 2.01, "total_charge": 1, "homo_lumo_gap_ev": [8.515, 5.678]}

***

No. 4
{"formula": "C5H16NO5", "method": "ωB97M-V/def2-TZVPD", "elements": ["O", "C", "O", "C", "C", "C", "C", "N", "H", "H", "H", "H", "H", "H", "H", "H", "H", "H", "H", "H", "O", "H", "H", "O", "H", "H", "O"], "coordinates": [[1.42180, -0.78414, 1.46892], [1.77568, 0.08503, 0.64714], [2.07848, 1.27798, 0.91326], [2.04081, -0.35777, -0.80392], [1.02757, -1.38372, -1.34561], [-0.42930, -0.99780, -0.93646], [-0.88197, 0.13862, -1.84755], [-1.71389, 1.17754, -1.16144], [2.37403, 0.39238, -1.53723], [2.95806, -1.00461, -0.81983], [1.04009, -1.25294, -2.45259], [1.27790, -2.45248, -1.21831], [-0.26806, -0.64947, 0.08679], [-1.01813, -1.89914, -1.01851], [-1.41882, 0.02230, -2.78724], [-0.02859, 0.70225, -2.27862], [-1.17322, 1.43024, -0.35150], [-2.68502, 0.92468, -1.09280], [-0.55715, -2.58641, 1.12525], [-1.52849, -3.00763, 0.01245], [-1.13660, -3.29898, 0.82308], [-1.57763, 2.05640, 2.83530], [-2.00562, 1.69802, 1.58237], [-2.23520, 2.41327, 2.19995], [1.30628, 1.84009, 2.62047], [0.71268, 3.07198, 2.30238], [0.64429, 2.44430, 3.03425]], "e_homo_ha": -0.194, "total_energy_ev": -17173.4381, "lumo_energy_ev": 3.392, "total_charge": -1, "homo_lumo_gap_ev": 8.659}